1.
Formula: C45H78BrCl2CsFN6O13P
Source: OMol25
Level of theory: ωB97M-V/def2-TZVPD

Positions of all 148 atoms, in Å:
C  -5.044  -1.319  1.511
C  -5.002  -2.870  1.996
O  -3.637  -3.378  2.107
C  -3.542  -4.692  1.499
C  -2.019  -5.294  1.718
O  -1.141  -4.901  0.627
C  0.148  -4.421  1.113
C  0.840  -3.381  0.080
O  -0.004  -2.241  -0.064
C  0.444  -1.222  -0.950
N  0.145  -1.187  -2.395
P  1.809  -1.363  -3.231
C  2.769  -2.843  -2.555
C  3.008  0.118  -2.812
C  4.511  -0.508  -2.666
C  -0.258  0.237  -2.744
C  -0.132  0.607  -4.295
C  -0.777  -0.510  -5.230
C  -0.996  -1.966  -4.651
C  -2.419  -2.429  -5.192
C  -3.708  -1.700  -4.668
C  -5.040  -2.521  -4.843
C  -6.425  -2.042  -4.367
C  -6.522  -0.668  -3.663
C  -5.232  0.169  -3.524
C  -5.349  1.586  -2.796
C  -3.851  -0.313  -4.015
C  -0.697  -2.231  -3.077
C  -1.874  -2.941  -2.278
C  -2.950  -2.151  -1.458
N  -2.628  -0.856  -0.834
H  -5.953  -0.791  1.949
H  -5.129  -1.265  0.365
H  -4.111  -0.741  1.830
H  -5.648  -3.470  1.266
H  -5.488  -2.873  3.037
H  -4.294  -5.444  1.996
H  -3.804  -4.677  0.380
H  -1.666  -4.967  2.755
H  -2.138  -6.472  1.719
H  0.846  -5.345  1.118
H  0.110  -3.925  2.138
H  1.935  -3.176  0.319
H  0.833  -3.946  -0.933
H  0.008  -0.261  -0.468
H  1.579  -1.101  -0.739
H  2.138  -3.798  -2.718
H  3.688  -2.983  -3.231
H  3.112  -2.721  -1.474
H  3.120  0.961  -3.659
H  2.738  0.545  -1.788
H  4.646  -1.107  -1.704
H  4.797  -1.096  -3.607
H  5.252  0.381  -2.619
H  -1.333  0.485  -2.464
H  0.380  1.021  -2.182
H  -0.776  1.559  -4.432
H  0.895  0.901  -4.656
H  -1.751  -0.078  -5.680
H  -0.080  -0.573  -6.154
H  -0.272  -2.631  -5.267
H  -2.400  -2.305  -6.341
H  -2.528  -3.567  -5.031
H  -5.008  -3.569  -5.372
H  -7.333  -2.708  -4.532
H  -7.527  -0.302  -3.267
H  -4.819  2.394  -3.397
H  -6.437  1.824  -2.535
H  -4.811  1.475  -1.778
H  -2.926  0.333  -3.890
H  0.068  -3.114  -3.146
H  -2.452  -3.703  -2.931
H  -1.382  -3.681  -1.527
H  -3.945  -2.027  -2.033
H  -3.268  -2.838  -0.570
H  -2.240  -0.979  0.114
H  -3.431  -0.225  -0.729
Cl  5.357  2.233  -1.007
C  4.970  1.990  0.657
C  5.468  0.914  1.391
Cl  6.530  -0.262  0.700
C  5.112  0.764  2.730
C  4.264  1.685  3.337
C  3.771  2.761  2.605
C  4.123  2.913  1.269
H  5.494  -0.071  3.307
H  3.989  1.564  4.379
H  3.111  3.482  3.077
H  3.734  3.753  0.704
C  10.253  0.000  -0.242
C  10.382  1.456  -0.572
O  11.708  1.761  -0.161
C  12.410  0.594  -0.174
O  13.597  0.518  -0.043
O  11.587  -0.475  -0.357
H  9.592  -0.527  -0.931
H  9.905  -0.168  0.782
H  10.290  1.652  -1.644
H  9.658  2.071  -0.036
Br  2.377  2.596  -3.860
C  -5.747  -4.438  6.285
C  -6.674  -3.700  5.369
N  -7.403  -3.122  4.648
H  -4.928  -4.875  5.711
H  -5.336  -3.754  7.029
H  -6.288  -5.236  6.796
Cs  -2.281  -7.957  0.944
C  0.589  0.622  6.562
C  0.719  2.077  6.227
O  2.044  2.384  6.638
C  2.746  1.219  6.631
O  3.937  1.145  6.765
O  1.924  0.148  6.450
H  -0.071  0.092  5.872
H  0.240  0.457  7.585
H  0.628  2.270  5.154
H  -0.007  2.693  6.760
C  4.399  8.774  1.143
C  5.145  7.861  0.188
O  4.519  6.599  0.004
C  3.203  6.622  -0.533
C  3.124  7.258  -1.910
H  4.270  8.289  2.114
H  4.949  9.708  1.287
H  3.405  9.028  0.769
H  6.138  7.659  0.599
H  5.305  8.347  -0.779
H  2.514  7.109  0.167
H  2.880  5.580  -0.608
H  3.414  8.311  -1.890
H  2.103  7.201  -2.298
H  3.793  6.747  -2.606
C  1.998  6.617  3.561
N  0.787  5.803  3.282
O  0.583  4.836  4.001
O  0.084  6.160  2.355
H  2.524  6.184  4.409
H  2.623  6.597  2.668
H  1.668  7.630  3.790
C  -10.565  -4.033  1.930
O  -10.758  -5.085  2.523
N  -11.379  -3.593  0.937
N  -9.522  -3.214  2.215
H  -11.238  -2.733  0.439
H  -12.165  -4.174  0.697
H  -8.895  -3.507  2.948
H  -9.346  -2.347  1.740
F  -4.953  -3.653  -6.952

Properties
Total charge = 0
2S+1 = 1
Kohn-Sham gap = 3.36 eV
DFT total energy = -191110.0410 eV

***

2.
Formula: C45H86BrN6O7S
Source: OMol25
Level of theory: ωB97M-V/def2-TZVPD

Positions of all 146 atoms, in Å:
C  -0.714  8.054  4.438
C  0.279  7.207  3.654
C  -0.340  5.917  3.123
C  0.611  5.127  2.203
C  0.865  3.669  2.625
C  -0.150  2.567  2.233
N  -1.559  2.916  2.246
C  -2.109  3.705  1.159
C  -1.661  3.310  -0.260
C  -1.651  4.568  -1.146
C  -3.010  5.271  -1.255
C  -3.992  4.622  -2.249
C  -5.317  4.220  -1.605
C  -6.240  3.457  -2.559
O  -7.571  3.920  -2.494
C  -8.440  3.098  -1.748
N  -2.451  2.293  -0.897
C  -3.351  1.648  -0.412
S  -4.504  0.765  0.115
N  -0.187  2.796  -0.225
C  0.293  2.362  -1.589
C  1.479  3.189  -2.075
C  2.293  2.460  -3.145
C  1.488  2.253  -4.435
C  1.513  3.490  -5.341
C  0.197  3.701  -6.073
O  0.092  5.011  -6.639
C  -0.788  5.867  -6.008
C  -0.236  6.555  -4.775
O  -1.896  6.047  -6.424
C  0.135  1.827  0.914
C  1.597  1.355  0.857
C  2.107  0.173  -0.020
C  1.173  -0.886  -0.617
Br  3.429  -0.800  1.042
O  -0.793  0.780  0.734
N  -0.649  -0.202  1.809
O  -1.257  -1.139  1.557
H  -1.438  8.520  3.767
H  -0.216  8.846  4.993
H  -1.276  7.447  5.151
H  0.660  7.780  2.802
H  1.149  6.970  4.272
H  -1.252  6.191  2.586
H  -0.637  5.292  3.971
H  1.580  5.630  2.209
H  0.259  5.207  1.169
H  0.900  3.668  3.717
H  1.871  3.373  2.322
H  -0.029  1.771  2.971
H  -1.843  3.305  3.134
H  -1.914  4.776  1.261
H  -3.194  3.594  1.188
H  -1.341  4.298  -2.156
H  -0.905  5.265  -0.750
H  -3.481  5.363  -0.274
H  -2.800  6.293  -1.571
H  -3.537  3.739  -2.703
H  -4.200  5.327  -3.055
H  -5.850  5.117  -1.280
H  -5.115  3.625  -0.708
H  -5.903  3.594  -3.590
H  -6.210  2.383  -2.341
H  -9.437  3.522  -1.835
H  -8.456  2.075  -2.140
H  -8.160  3.067  -0.689
H  0.336  3.645  0.006
H  -0.551  2.480  -2.256
H  0.509  1.300  -1.556
H  2.120  3.484  -1.239
H  1.094  4.112  -2.521
H  3.170  3.073  -3.366
H  2.677  1.511  -2.765
H  1.886  1.385  -4.960
H  0.447  2.011  -4.196
H  2.327  3.409  -6.061
H  1.699  4.382  -4.734
H  -0.644  3.531  -5.389
H  0.082  3.005  -6.904
H  0.849  6.533  -4.733
H  -0.592  7.583  -4.764
H  -0.649  6.061  -3.891
H  2.202  2.225  0.595
H  1.861  1.143  1.892
H  2.721  0.588  -0.813
H  1.000  -1.695  0.088
H  1.656  -1.328  -1.488
H  0.205  -0.510  -0.935
C  -2.050  -7.415  -0.689
C  -2.033  -6.393  -1.839
C  -0.608  -5.913  -2.144
C  -0.029  -4.987  -1.076
C  -0.965  -3.811  -0.812
C  -2.395  -4.242  -0.456
N  -2.866  -5.182  -1.522
O  -3.323  -4.584  -2.551
C  -2.442  -4.865  0.943
C  -3.320  -3.029  -0.453
C  -2.632  -7.057  -3.074
H  -2.013  -8.421  -1.105
H  -1.201  -7.314  -0.015
H  -2.965  -7.337  -0.103
H  -0.624  -5.384  -3.102
H  0.025  -6.794  -2.275
H  0.163  -5.536  -0.150
H  0.941  -4.615  -1.411
H  -0.590  -3.198  0.011
H  -1.005  -3.175  -1.703
H  -3.430  -5.279  1.144
H  -2.248  -4.079  1.675
H  -1.704  -5.645  1.101
H  -3.267  -2.487  -1.394
H  -3.014  -2.359  0.351
H  -4.359  -3.320  -0.289
H  -3.665  -7.354  -2.889
H  -2.048  -7.951  -3.299
H  -2.614  -6.398  -3.936
C  3.062  -5.234  4.442
C  3.732  -5.367  3.063
C  3.974  -6.836  2.696
C  5.100  -7.486  3.496
C  6.387  -6.672  3.393
C  6.206  -5.205  3.801
N  5.052  -4.650  3.015
O  5.373  -4.237  1.851
C  5.989  -5.081  5.311
C  7.446  -4.395  3.443
C  2.826  -4.715  2.028
H  1.981  -5.176  4.311
H  3.261  -6.080  5.096
H  3.381  -4.325  4.951
H  4.224  -6.886  1.632
H  3.036  -7.380  2.832
H  4.809  -7.612  4.542
H  5.277  -8.491  3.109
H  7.168  -7.105  4.022
H  6.751  -6.702  2.362
H  5.736  -4.054  5.581
H  6.921  -5.341  5.812
H  5.219  -5.739  5.701
H  7.709  -4.502  2.395
H  8.278  -4.748  4.053
H  7.289  -3.336  3.650
H  2.711  -3.651  2.238
H  1.842  -5.189  2.065
H  3.222  -4.821  1.021

Properties
Total charge = +1
2S+1 = 3
Kohn-Sham gap (alpha / beta) = 6.34 / 7.61 eV
DFT total energy = -152198.1331 eV